Entry 1:
One molecule with the formula C7H16F3OP in a non-equilibrium geometry, computed with ωB97M-V with the def2-TZVPD basis set.

charge: 0
structure (SMILES): CCC[C@@H](C)[PH3]COC(F)(F)F

Structure (XYZ):
```
28
C7H16F3OP, DFT ωB97M-V with the def2-TZVPD basis set
C 3.94 -0.94 0.70
C 3.03 0.29 0.05
C 1.70 -0.39 -0.71
C 0.41 0.52 -0.24
C 0.48 2.03 -0.94
P -1.29 -0.35 -0.51
C -3.06 -1.07 -0.61
O -3.69 -1.36 0.69
C -3.79 -0.17 1.54
F -4.97 -0.39 2.46
F -4.07 1.10 0.83
F -2.60 -0.07 2.47
H 3.25 -1.68 1.32
H 4.43 -1.49 -0.21
H 4.70 -0.48 1.47
H 3.65 0.99 -0.67
H 2.71 0.96 0.97
H 1.90 -0.37 -1.87
H 1.65 -1.50 -0.29
H 0.55 0.72 0.93
H 0.77 1.97 -2.09
H -0.52 2.64 -0.82
H 1.33 2.61 -0.34
H -1.89 0.97 -0.50
H -1.01 -1.16 0.66
H -0.90 -0.86 -1.81
H -2.96 -2.12 -1.17
H -3.74 -0.41 -1.33
```

***

Entry 2:
C7H16FIInN3O4P as an isolated structure in a non-equilibrium geometry, computed with ωB97M-V with the def2-TZVPD basis set.

charge: -1

Structure (XYZ):
```
34
C7H16FIInN3O4P, DFT ωB97M-V with the def2-TZVPD basis set
C -1.71 -2.07 -0.26
C -1.87 -1.29 0.66
C -2.28 -0.15 1.60
C -1.45 1.18 1.40
C -0.14 1.02 0.57
In -0.42 0.92 -1.64
F 0.28 2.63 -2.58
I -3.10 0.62 -2.47
P 1.03 -1.04 -2.48
N 2.42 -0.41 -3.02
H -1.81 -2.87 -0.99
H -2.15 -0.51 2.64
H -3.36 0.08 1.46
H -1.15 1.50 2.42
H -2.10 2.01 1.03
H 0.49 0.17 0.91
H 0.47 1.94 0.77
H 1.33 -1.93 -1.39
H 0.36 -1.78 -3.50
H 3.20 -0.80 -2.49
C -2.75 4.26 5.21
N -2.01 3.46 4.20
O -1.05 2.82 4.58
O -2.43 3.50 3.06
H -2.27 4.13 6.18
H -2.70 5.30 4.90
H -3.77 3.90 5.23
C 4.40 -3.65 -4.29
N 3.77 -4.01 -2.99
O 2.62 -3.67 -2.83
O 4.46 -4.61 -2.19
H 3.67 -3.11 -4.89
H 5.26 -3.02 -4.07
H 4.70 -4.57 -4.77
```

***

Entry 3:
A 2-piece molecular cluster, C7H16N overall in a non-equilibrium geometry, computed with ωB97M-V with the def2-TZVPD basis set.

energy relative to the best compared isomer or geometry (same formula, charge and spin): 6.4757 eV
charge: +1

Structure (XYZ):
```
24
C7H16N, DFT ωB97M-V with the def2-TZVPD basis set
C 1.20 -1.52 -0.74
C -0.34 -1.62 -0.65
C -1.19 -0.53 -1.30
C -0.57 0.89 -0.87
C -0.22 0.97 0.52
C -0.57 1.85 1.41
C -0.21 1.71 2.87
N 1.72 -0.91 -1.99
H 1.56 -2.54 -0.65
H 1.46 -0.92 0.17
H -0.62 -1.54 0.42
H -0.60 -2.59 -1.09
H -1.04 -0.63 -2.39
H -2.27 -0.51 -1.17
H 0.15 1.05 -1.69
H -1.45 1.48 -1.11
H -0.36 -2.22 3.71
H -1.07 2.81 1.23
H 0.86 1.93 2.91
H -0.24 0.65 3.18
H -0.83 2.27 3.55
H 2.56 -1.42 -2.25
H -0.79 -2.13 3.10
H 2.02 0.05 -1.79
```

***

Entry 4:
A 2-piece molecular cluster, C7H16N overall in a non-equilibrium geometry, computed with ωB97M-V with the def2-TZVPD basis set.

energy relative to the best compared isomer or geometry (same formula, charge and spin): 7.4092 eV
charge: +1

Structure (XYZ):
```
24
C7H16N, DFT ωB97M-V with the def2-TZVPD basis set
C 2.23 -1.04 0.26
C 1.06 0.01 0.33
C 0.76 0.33 -1.15
C -0.43 -0.45 -1.63
C -1.72 -0.03 -0.91
C -1.68 -0.44 0.53
C -1.93 0.38 1.60
N 1.56 1.19 1.00
H 2.37 -1.38 1.29
H 3.18 -0.61 -0.06
H 2.13 -1.90 -0.40
H 0.12 -0.51 0.59
H 0.52 1.40 -1.34
H 1.61 0.01 -1.75
H -0.57 -0.30 -2.70
H -0.37 -1.54 -1.55
H -1.91 1.06 -0.92
H -2.55 -0.44 -1.49
H -1.88 -1.51 0.54
H -1.84 0.21 2.67
H -2.15 1.45 1.51
H 1.62 1.05 2.02
H -0.49 1.62 0.62
H 0.37 1.45 0.94
```

***

Entry 5:
One molecule with the formula C7H16N2, computed with ωB97M-V with the def2-TZVPD basis set.

energy relative to the best compared isomer or geometry (same formula, charge and spin): 1.0428 eV
charge: 0
structure (SMILES): C=C[C@@H](N)[C@H](C)[C@H](C)N

Structure (XYZ):
```
25
C7H16N2, DFT ωB97M-V with the def2-TZVPD basis set
C 2.85 -0.68 0.73
C 2.23 0.47 0.49
C 0.78 0.71 0.15
N 0.81 1.57 -1.03
C -0.08 -0.57 0.05
C 0.06 -1.25 -1.31
C -1.57 -0.36 0.43
C -2.29 0.74 -0.35
N -1.77 -0.09 1.85
H 2.35 -1.63 0.73
H 3.90 -0.70 0.95
H 2.80 1.39 0.49
H 0.38 1.34 0.96
H -0.13 1.82 -1.33
H 1.26 1.09 -1.80
H 0.31 -1.26 0.81
H -0.37 -0.64 -2.11
H 1.11 -1.42 -1.54
H -0.45 -2.21 -1.31
H -2.08 -1.31 0.23
H -1.88 1.72 -0.11
H -2.22 0.57 -1.42
H -3.34 0.73 -0.07
H -1.33 -0.81 2.41
H -1.35 0.80 2.11
```

***

Entry 6:
A 2-piece molecular cluster, C7H16N2O overall in a non-equilibrium geometry, computed with ωB97M-V with the def2-TZVPD basis set.

energy relative to the best compared isomer or geometry (same formula, charge and spin): 2.2538 eV
charge: 0
structure (SMILES): [H]/N=C(/C(C)C)[C@@H](C)O.C=N

Structure (XYZ):
```
26
C7H16N2O, DFT ωB97M-V with the def2-TZVPD basis set
H -0.53 1.73 -1.19
N -1.07 1.01 -0.61
C -0.37 0.33 0.17
C -0.91 -0.94 0.78
C -1.09 -1.99 -0.32
C -2.24 -0.67 1.47
C 1.10 0.70 0.58
C 1.05 1.33 1.97
O 1.95 -0.43 0.65
H -0.18 -1.32 1.51
H -1.72 -1.59 -1.11
H -0.13 -2.28 -0.75
H -1.56 -2.88 0.09
H -2.94 -0.24 0.76
H -2.65 -1.59 1.88
H -2.11 0.04 2.29
H 1.51 1.45 -0.13
H 2.05 1.64 2.27
H 0.68 0.61 2.69
H 0.39 2.20 1.97
H 2.05 -0.80 -0.23
C 1.30 0.34 -2.88
N 1.01 1.56 -2.73
H 0.60 -0.39 -2.48
H 2.14 -0.06 -3.44
H 1.66 2.22 -3.16
```

***

Entry 7:
A 2-piece molecular cluster, C7H16N2O2 overall in a non-equilibrium geometry, computed with ωB97M-V with the def2-TZVPD basis set.

energy relative to the best compared isomer or geometry (same formula, charge and spin): 6.4741 eV
charge: 0

Structure (XYZ):
```
27
C7H16N2O2, DFT ωB97M-V with the def2-TZVPD basis set
C 0.38 0.45 1.79
C -0.71 0.45 0.75
C 1.87 0.09 1.43
C 0.02 0.52 3.22
C -2.09 -0.06 0.65
C -0.89 -1.44 -3.60
C 0.67 -0.56 -2.15
N -0.15 1.62 1.01
N 0.39 2.78 0.81
O 1.99 -0.86 -1.75
O -0.09 -1.66 -2.37
H 2.57 0.86 1.93
H 1.90 0.16 0.31
H 2.14 -0.84 1.99
H 0.63 1.33 3.83
H 0.13 -0.37 3.76
H -0.98 0.64 3.47
H -2.46 -0.28 1.62
H -2.07 -0.91 -0.08
H -2.83 0.71 0.28
H -1.58 -2.28 -3.51
H -0.32 -1.39 -4.47
H -1.41 -0.58 -3.30
H 0.77 0.07 -3.01
H -0.18 3.23 0.07
H 0.33 0.09 -1.28
H 1.96 -1.76 -1.42
```

***

Entry 8:
A 2-piece molecular cluster, C7H16N2O3S overall in a non-equilibrium geometry, computed with ωB97M-V with the def2-TZVPD basis set.

energy relative to the best compared isomer or geometry (same formula, charge and spin): 0.0000 eV
charge: 0

Structure (XYZ):
```
29
C7H16N2O3S, DFT ωB97M-V with the def2-TZVPD basis set
C 3.56 0.49 0.59
C 3.56 -1.01 0.34
C 2.11 0.99 0.63
C 2.76 -1.32 -0.92
C 1.39 0.55 -0.63
C -3.98 0.93 0.52
C -3.69 -0.45 0.03
N -2.75 -1.12 0.56
N -4.49 -0.90 -0.98
O -0.41 2.44 -0.51
O -0.68 0.46 0.97
O 1.43 -0.84 -0.83
S -0.43 0.99 -0.55
H 4.06 0.72 1.53
H 4.09 1.00 -0.22
H 4.58 -1.38 0.23
H 3.09 -1.52 1.19
H 1.60 0.55 1.49
H 2.06 2.07 0.71
H 3.26 -0.87 -1.79
H 2.67 -2.40 -1.08
H 1.80 1.08 -1.51
H -3.61 1.66 -0.19
H -5.06 1.07 0.65
H -3.48 1.09 1.47
H -1.43 -0.20 0.98
H -2.58 -2.04 0.17
H -5.14 -0.28 -1.42
H -4.27 -1.77 -1.44
```

***

Entry 9:
An isolated ion of composition C7H16N2P and charge +1 in a non-equilibrium geometry, computed with ωB97M-V with the def2-TZVPD basis set.

energy relative to the best compared isomer or geometry (same formula, charge and spin): 1.8426 eV
charge: +1
structure (SMILES): CPN1CCCC[NH+]=C1C

Structure (XYZ):
```
26
C7H16N2P, DFT ωB97M-V with the def2-TZVPD basis set
C 2.46 -0.48 -1.44
P 2.46 0.16 0.28
N 0.72 0.03 0.59
C 0.00 -0.93 1.42
C -0.91 -1.89 0.61
C -1.57 -1.22 -0.55
C -2.24 0.10 -0.26
N -1.35 1.31 -0.10
C -0.10 1.36 0.20
C 0.71 2.61 0.19
H 3.45 -1.01 -1.71
H 2.24 0.39 -2.21
H 1.62 -1.02 -1.62
H 2.52 -1.14 0.84
H -0.48 -0.33 2.23
H 0.88 -1.46 1.87
H -1.69 -2.09 1.47
H -0.58 -2.81 0.36
H -0.73 -1.12 -1.24
H -2.37 -1.81 -1.00
H -2.76 0.39 -1.13
H -2.94 -0.20 0.53
H -1.84 2.20 -0.02
H 0.07 3.40 -0.31
H 1.62 2.47 -0.22
H 0.81 3.07 1.19
```

***

no.,orbital gap (eV),E_LUMO (eV)
1,9.4,0.81
2,5.9,2.01
3,5.6,-7.68
4,7.2,-7.33
5,10.1,1.00
6,9.5,0.67
7,8.2,0.70
8,9.2,0.64
9,8.9,-3.65